This record from the OMol25 dataset describes a molecular structure, C23H16MoN7O3S3. The level of theory is ωB97M-V/def2-TZVPD.

M, g mol⁻¹: 630.568
⟨S²⟩: 2.014
Charge: +1
Multiplicity: 3

The geometry in XYZ format:
```
53
C23H16MoN7O3S3, DFT ωB97M-V/def2-TZVPD
N 1.05517 0.34011 1.99000
C -3.33072 0.75918 -2.54840
C 1.11764 1.83527 3.72820
H 4.52821 -1.86883 -0.21476
C 3.88050 -1.37012 -0.97472
C 0.90700 3.06439 4.33447
H 1.16534 3.29157 5.38574
C -3.24042 -0.05426 -0.15873
C 0.88443 0.46482 -2.75023
C -1.45721 -1.08021 1.73049
N 0.22339 -2.75097 -0.54571
C -1.78223 -0.12164 -0.35325
H 1.95934 0.39930 -2.66550
C 2.50816 -3.25042 -1.10178
H -0.65481 -3.11090 -0.15852
H 0.25857 5.10134 4.02291
S -5.68294 1.08195 -2.80988
C 1.14931 -3.85496 -0.90010
H -4.72435 -0.53221 1.35328
H 4.34443 -1.63649 -1.96291
H -1.63846 1.42544 -4.68733
C -1.12862 0.27324 -1.64628
C -2.78270 -1.00150 2.03473
C -0.08540 3.87351 2.28937
N -5.31933 0.43706 -1.36915
H -0.47830 4.75609 1.69593
O 4.61844 0.87733 -0.69468
C 0.71481 1.61100 2.45403
C 1.75372 -0.35317 2.86177
C 0.39972 4.12293 3.51031
O 2.63873 0.44292 -0.04496
S 2.27137 -1.87992 2.22724
O 3.45975 -3.91399 -1.47599
H -0.27673 2.45134 0.71976
H 1.16276 -4.55326 -0.05286
C -1.89987 0.68252 -2.72541
N 0.20796 0.09413 -1.65383
N -0.99237 -0.64950 0.55498
H -3.20797 -1.27130 3.02171
H -0.72175 -1.60037 2.35770
H 0.76836 1.08062 -4.76776
C 0.08404 2.59066 1.72806
S 2.00322 0.43295 4.38096
C -3.98447 0.33544 -1.29451
C 0.21455 0.91850 -3.89978
C -3.68179 -0.49752 1.08537
N -4.18704 1.17033 -3.45646
H -0.14492 -2.43437 -1.47135
H 0.77311 -4.39209 -1.86646
C 3.74553 0.07162 -0.62735
Mo 1.20715 -0.89081 0.21241
C -1.15201 0.99650 -3.86893
N 2.54967 -1.91327 -0.93182
```

Löwdin atomic charge list, values in e, 2 entries: atom 1 (N): -0.19, atom 2 (C): -0.28



This record from the OMol25 dataset describes a molecular structure, C23H17Br4N5O3Pt. The level of theory is ωB97M-V/def2-TZVPD.

M, g mol⁻¹: 926.115
Energy above the lowest of the compared OMol25 structures with the same formula, charge and spin, eV: 0.000
Charge: +2

The geometry in XYZ format:
```
53
C23H17Br4N5O3Pt, DFT ωB97M-V/def2-TZVPD
O -0.77025 -1.92883 0.68807
C 9.07572 -3.16012 1.02595
C -4.49150 1.51622 -2.30967
N -3.87536 1.85894 -1.01686
N 6.74386 -2.26464 0.63138
N 1.86930 -0.54135 0.59966
Br -1.14506 -5.66830 -3.90700
N -1.64094 1.10027 -0.38069
Br -2.02966 -4.49104 1.61385
H -5.05678 3.50485 -0.52894
C -0.41198 -2.28374 -1.62630
C 7.17077 -3.21034 2.58106
H -3.79617 0.94226 -2.91887
O -6.62190 1.44336 -1.16234
H 4.79339 -1.04886 -0.92951
C 2.82999 -0.53554 -0.34129
C 5.63057 -2.27697 1.43325
H 2.59156 -0.05568 -1.28257
H -6.32845 0.60050 -2.96792
C 9.81238 -3.79620 2.00464
C 2.12124 -1.13235 1.78298
H -6.76436 2.21784 0.69695
H -5.76373 0.74957 0.59220
C -5.77860 0.73348 -2.03836
C 7.94452 -3.85294 3.55698
H 9.87261 -4.64123 3.97974
C -1.43522 -4.02015 -0.09723
N 5.86248 -2.83691 2.59779
C -4.77683 2.55213 -0.07779
Pt 0.05132 0.19298 0.11547
H -4.73905 2.44664 -2.82281
O 0.04298 -1.15792 -1.78577
H -5.53203 -0.25494 -1.62466
C -2.72069 1.41996 -0.66590
H 7.52227 -4.08309 4.52547
C 7.75685 -2.85624 1.33928
C 9.25299 -4.13999 3.24886
Br -2.22935 -6.57389 -0.92305
C 4.34998 -1.69780 1.10191
H 6.82921 -1.89036 -0.29670
Br 0.11265 -2.66387 -4.36971
C -6.02851 1.69172 0.09279
H 3.51254 -2.17082 3.02596
H 1.32495 -1.12220 2.51648
C -1.03399 -4.47382 -2.48436
C 4.06754 -1.09352 -0.13074
C -0.50815 -3.22920 -2.69632
H 9.50888 -2.94145 0.05864
H 10.84893 -4.03457 1.80991
C -0.88406 -2.70700 -0.24793
H -4.27593 2.72935 0.87118
C 3.33090 -1.71152 2.06495
C -1.51010 -4.87378 -1.16260
```

Löwdin atomic charge list, values in e, 2 entries: atom 1 (O): 0.00, atom 2 (C): -0.01



This record from the OMol25 dataset describes a molecular structure, C23H17ClN4O6Ta. The level of theory is ωB97M-V/def2-TZVPD.

M, g mol⁻¹: 661.812
Energy above the lowest of the compared OMol25 structures with the same formula, charge and spin, eV: 0.000
Charge: -1

The geometry in XYZ format:
```
52
C23H17ClN4O6Ta, DFT ωB97M-V/def2-TZVPD
C -1.46187 4.54750 -3.10274
N 2.83898 -0.88580 0.97337
O -1.77455 1.38967 0.44385
H -5.66196 -1.41332 -1.25923
H 1.35248 -3.41519 2.59869
C 0.47128 3.16779 -2.72669
C -0.15888 4.16760 -3.42915
H -3.24362 -0.85876 -1.04834
C 5.21754 -1.00199 0.91681
C -0.17769 2.50738 -1.66077
O 0.18029 0.54460 2.03526
H -3.14178 4.20292 -1.82926
C 1.78527 -0.79288 -1.57628
O -1.00287 -1.01804 -0.24836
C 1.50339 -2.51612 2.00962
N 0.55073 -1.92659 1.41603
H 6.14179 -0.59318 0.53485
C -2.22665 2.24790 -0.28207
C -1.46068 -1.86526 0.58353
C 2.83150 -1.96808 1.75809
H -3.27450 2.58314 -0.14782
Cl -2.24297 5.82140 -4.00876
H 3.92422 -3.45173 2.84843
N 2.35619 -1.27611 -2.46346
H 2.97244 2.42659 -1.04275
O -2.72128 -3.91569 2.25716
C -3.70049 -1.61320 -0.42213
H 3.97823 0.38765 -0.15617
C -4.79099 -3.55950 1.21749
C 2.32173 1.77838 0.92819
H 3.64434 3.38706 0.32639
C -5.04092 -1.92490 -0.53605
C -3.43650 -3.24417 1.33900
C -2.12667 3.91887 -2.08141
H 0.35212 4.66302 -4.24441
C 3.99095 -2.58505 2.20483
N -0.70818 -2.43659 1.51118
H 1.47424 2.85441 -2.98182
C -5.58030 -2.90592 0.29240
C -1.49645 2.90338 -1.35593
O 0.44410 1.56586 -1.02131
O 2.85427 1.80806 2.02659
H -1.79328 -3.57078 2.21699
C 2.76668 2.86634 -0.06208
C -2.88240 -2.25782 0.50471
H 1.95793 3.58537 -0.21529
C 5.20793 -2.07993 1.78567
C 4.01210 -0.43920 0.53639
H -5.19763 -4.32313 1.86759
H -6.63008 -3.16265 0.21419
Ta 0.66750 0.20870 0.44100
H 6.13498 -2.53202 2.11402
```

Löwdin atomic charge list, values in e, 2 entries: atom 1 (C): -0.68, atom 2 (N): 0.01



This record from the OMol25 dataset describes a molecular structure, C23H17CoN4O4. The level of theory is ωB97M-V/def2-TZVPD.

M, g mol⁻¹: 472.346
Energy above the lowest of the compared OMol25 structures with the same formula, charge and spin, eV: 0.000

The geometry in XYZ format:
```
49
C23H17CoN4O4, DFT ωB97M-V/def2-TZVPD
C 0.65000 1.86138 -1.72631
N -0.96300 -3.89862 -0.86923
O -0.51222 -0.86531 1.69220
N 1.34569 -0.00253 0.36656
H 1.63522 -2.03652 -1.36647
H 3.26468 0.59492 0.15152
C 2.85724 3.04922 -3.02432
H 2.92897 -2.40835 2.86539
C 2.24906 0.69907 -0.22227
C -3.14002 -0.98292 -0.02178
O -0.41241 1.37103 -1.13602
H -1.50720 -4.73870 -0.79664
C -0.30800 -2.73388 3.79758
H -6.43963 -1.47908 0.65926
H -3.45427 -4.38657 -0.19812
C 1.11502 -4.17671 5.10151
C -0.13890 -3.69138 4.80096
C -1.42163 -2.66029 -0.59364
N 1.75045 -0.82903 1.40678
C -5.41280 -1.72334 0.41658
C 0.69294 -1.27321 2.01846
C -5.03949 -3.06320 0.25199
C 2.23775 -3.72478 4.40865
C 0.69658 -2.51766 -1.16096
H -5.76442 -3.85707 0.36276
N -0.42186 -1.80054 -0.78260
H 3.22036 -4.10967 4.64418
C 0.81631 -2.26376 3.09991
C -3.73436 -3.34835 -0.05862
O -2.32775 0.02768 -0.14209
Co -0.48189 -0.09267 -0.01702
C 2.07799 -2.77964 3.41955
H 0.94063 -4.69326 -1.49402
C -4.49663 -0.71306 0.27874
H -1.02004 -4.03375 5.32690
C 0.36796 -3.82492 -1.22601
C 1.97910 1.57540 -1.31943
H -4.77516 0.32446 0.40450
H 1.22390 -4.91835 5.88297
C 0.46723 2.75676 -2.79980
C 1.54534 3.32932 -3.42856
H -0.54732 2.97408 -3.10469
H 4.06771 1.95953 -1.64426
H 1.37743 4.01270 -4.25188
H -1.54255 -1.70093 2.80399
C 3.06179 2.18650 -1.97821
C -2.77234 -2.33487 -0.20110
H 3.69473 3.51062 -3.52892
O -1.56617 -2.31926 3.56050
```

Löwdin atomic charge list, values in e, 2 entries: atom 1 (C): -0.30, atom 2 (N): 0.13



This record from the OMol25 dataset describes a molecular structure, C23H17NO4OsPSe2. The level of theory is ωB97M-V/def2-TZVPD.

M, g mol⁻¹: 750.516
⟨S²⟩: 6.021
Energy above the lowest of the compared OMol25 structures with the same formula, charge and spin, eV: 1.527
Charge: +1
Multiplicity: 5

The geometry in XYZ format:
```
49
C23H17NO4OsPSe2, DFT ωB97M-V/def2-TZVPD
C 2.48825 -0.99915 2.59218
H 1.74952 -0.31753 -2.57833
N -2.71614 2.21244 -0.03224
C 3.26320 -1.50530 -1.60462
C -2.03363 -2.05046 0.25008
C 4.32798 -2.30442 1.73767
C 4.16794 -1.83982 4.09135
H -5.96081 -0.95134 0.22412
Os -0.89075 0.99340 -0.02174
H 4.91454 -1.69093 -5.09352
P 2.28734 -1.49717 -0.07653
H -7.77049 0.74874 0.18879
O -0.20280 2.78533 -0.13253
C 3.15690 -1.57933 1.51268
H 4.92393 -2.73252 -0.97175
C -2.44078 3.50890 -0.10753
C 5.03907 -2.27819 -3.03659
C -6.42146 2.38631 0.06546
H 5.74712 -2.97626 3.18852
H 4.85961 -2.77668 0.93704
H -5.49468 4.91524 -0.09233
H 2.80334 -0.43861 -4.78676
C -4.71438 4.16278 -0.07582
C 2.99539 -1.12995 3.87368
C -0.98567 3.86966 -0.16720
H -3.12689 -2.03121 0.27243
H 5.96474 -2.82427 -3.16388
Se 1.02889 -3.30415 -0.17164
H 4.56418 -1.93680 5.09409
C 4.44994 -1.64216 -4.11695
C 4.83137 -2.42323 3.02444
H -7.19840 3.14107 0.04876
O -1.42942 -0.89349 0.14235
C -4.04334 1.83032 0.02587
H 2.47692 -0.66778 4.70358
O -1.47066 -3.11633 0.33266
H -3.60590 -0.24860 0.11986
C 4.44798 -2.22119 -1.78333
C -6.73590 1.06398 0.14280
H -3.05929 5.54093 -0.19501
C 2.66917 -0.87268 -2.69839
C -5.06906 2.80296 0.00497
C -4.39439 0.47477 0.10567
H 1.57817 -0.43707 2.43609
Se 1.46195 0.58650 -0.05662
O -0.59300 4.98948 -0.23594
C -5.70470 0.09856 0.16279
C -3.39887 4.51681 -0.13219
C 3.26399 -0.94156 -3.94648
```

Löwdin atomic charge list, values in e, 2 entries: atom 1 (C): -0.14, atom 2 (H): 0.06



The calculation returns the following E values, one per record and in order: -75042.99737; -321118.83652; -56450.43411; -75905.52381; -176249.13508 eV.
The calculation returns the following F_max values, one per record and in order: 4.391; 1.215; 2.287; 0.781; 0.700 eV/Å.